1.
Here is a structure of composition C4H7NO from the Open Molecules 2025 dataset. Energies are from ωB97M-V/def2-TZVPD.

## Properties
Orbital gap = 9.44 eV
HOMO level = -8.9 eV
E_LUMO = 0.56 eV
Energy relative to the best compared isomer or geometry (same formula, charge and spin) = 451.3 kJ/mol

Atoms and positions in Å:
C  -1.473  -0.027  0.502
C  -0.556  -0.946  -0.251
C  0.275  -0.295  -1.301
N  1.180  -0.451  -0.160
C  1.440  0.653  0.657
O  1.262  1.807  0.346
H  -1.619  -0.342  1.539
H  -2.444  -0.139  -0.002
H  -1.212  1.041  0.470
H  0.642  -1.406  0.280
H  0.589  -0.876  -2.168
H  0.084  0.754  -1.526
H  1.866  0.352  1.629

From a Löwdin analysis of the wavefunction, the atomic charges in e read:
1 C -0.122
2 C -0.111
3 C -0.185
4 N -0.036
5 C -0.333
6 O 0.053
7 H 0.073
8 H 0.090
9 H 0.073
10 H 0.136
11 H 0.109
12 H 0.115
13 H 0.138

=====

2.
Here is the molecule C4H7NO in a non-equilibrium geometry from the Open Molecules 2025 dataset. Energies are from ωB97M-V/def2-TZVPD.

## Properties
Orbital gap (alpha / beta) = 6.89 / 9.48 eV
HOMO level (alpha / beta) = -7.4 / -8.8 eV
E_LUMO (alpha / beta) = -0.48 / 0.66 eV
Energy relative to the best compared isomer or geometry (same formula, charge and spin) = 494.9 kJ/mol

Atoms and positions in Å:
C  -0.703  -1.339  0.430
C  -0.588  1.288  -1.086
O  -0.252  1.381  0.152
C  0.921  0.805  0.595
C  0.742  -0.891  0.195
N  1.695  -1.451  -0.277
H  -1.325  -0.585  0.922
H  -1.173  -1.628  -0.514
H  -0.662  -2.224  1.066
H  -1.618  1.528  -1.311
H  0.152  0.993  -1.823
H  1.031  1.020  1.657
H  1.779  1.101  -0.006

From a Löwdin analysis of the wavefunction, the atomic charges in e read:
1 C -0.050
2 C -0.068
3 O -0.171
4 C -0.099
5 C -0.424
6 N 0.187
7 H 0.077
8 H 0.081
9 H 0.076
10 H 0.078
11 H 0.086
12 H 0.120
13 H 0.107

=====

3.
Here is the molecule C4H7NO from the Open Molecules 2025 dataset. Energies are from ωB97M-V/def2-TZVPD.

## Properties
Orbital gap = 10.41 eV
HOMO level = -9.4 eV
E_LUMO = 1.05 eV
Energy relative to the best compared isomer or geometry (same formula, charge and spin) = 264.6 kJ/mol

Atoms and positions in Å:
O  1.989  0.701  0.273
C  0.910  0.255  -0.491
C  0.302  -1.153  -0.168
C  -1.038  -0.468  0.055
N  -0.855  0.527  1.115
C  -0.480  0.860  -0.261
H  1.711  0.655  1.199
H  1.205  0.346  -1.539
H  0.742  -1.677  0.687
H  0.292  -1.808  -1.043
H  -2.012  -0.763  -0.314
H  -1.738  0.965  1.367
H  -1.028  1.560  -0.880

From a Löwdin analysis of the wavefunction, the atomic charges in e read:
1 O -0.017
2 C -0.334
3 C -0.069
4 C -0.264
5 N 0.073
6 C -0.216
7 H 0.092
8 H 0.145
9 H 0.112
10 H 0.108
11 H 0.135
12 H 0.098
13 H 0.137

=====

4.
Here is the molecule C4H7NO from the Open Molecules 2025 dataset. Energies are from ωB97M-V/def2-TZVPD.

## Properties
Orbital gap (alpha / beta) = 8.32 / 8.32 eV
HOMO level (alpha / beta) = -8.8 / -8.8 eV
E_LUMO (alpha / beta) = -0.50 / -0.50 eV
Energy relative to the best compared isomer or geometry (same formula, charge and spin) = 601.2 kJ/mol

Atoms and positions in Å:
O  2.256  -0.766  0.179
N  1.458  0.350  0.334
C  0.260  0.144  -0.065
C  -0.254  -1.165  -0.592
C  -1.383  1.038  1.275
C  -0.657  1.367  0.022
H  3.102  -0.471  0.540
H  -0.092  -1.234  -1.674
H  0.277  -1.996  -0.123
H  -2.095  0.230  0.986
H  -1.326  -1.271  -0.404
H  -1.260  1.405  -0.898
H  -0.034  2.260  0.110

From a Löwdin analysis of the wavefunction, the atomic charges in e read:
1 O -0.051
2 N 0.045
3 C -0.381
4 C -0.030
5 C 0.153
6 C -0.289
7 H 0.101
8 H 0.093
9 H 0.080
10 H -0.005
11 H 0.073
12 H 0.119
13 H 0.092